(1)
This record from the Open Molecules 2025 dataset describes C51H55IN6O3Rh as an isolated structure. The level of theory is ωB97M-V with the def2-TZVPD basis set.

Computed properties:
- E (Eh) = -2938.794787
- total charge = +1
- largest force on an atom (eV Å⁻¹) = 0.5
- E_HOMO (eV) = -9.927
- gap between HOMO and LUMO (Eh) = 0.269

CARTESIAN COORDINATES (ANGSTROEM)
1 Rh 0.62 1.19 0.71
2 C 1.47 -4.97 2.97
3 O 0.42 -4.03 2.80
4 C -0.56 -3.99 3.75
5 C -0.64 -4.89 4.80
6 C -1.70 -4.82 5.70
7 C -2.68 -3.85 5.55
8 C -2.58 -2.93 4.52
9 C -1.53 -2.98 3.61
10 N -1.52 -2.03 2.56
11 C -0.50 -1.21 2.18
12 N 0.53 -1.15 3.03
13 C 1.80 -0.59 2.81
14 C 2.05 0.41 1.88
15 C 3.37 0.90 1.84
16 C 4.36 0.42 2.68
17 C 4.09 -0.57 3.62
18 C 2.80 -1.07 3.68
19 O 2.39 -2.04 4.55
20 C 3.30 -2.45 5.56
21 N -0.55 -0.52 1.06
22 C -1.76 -0.71 0.29
23 C -2.78 0.21 0.51
24 C -3.99 0.19 -0.17
25 C -4.21 -0.82 -1.09
26 C -3.25 -1.79 -1.28
27 C -2.03 -1.77 -0.60
28 O -1.31 -2.90 -0.85
29 C 0.07 -3.05 -0.62
30 H 2.16 -4.79 2.14
31 H 1.10 -5.99 2.92
32 H 1.99 -4.81 3.91
33 H 0.10 -5.66 4.92
34 H -1.76 -5.54 6.50
35 H -3.51 -3.80 6.24
36 H -3.31 -2.15 4.41
37 H -2.37 -1.94 2.03
38 H 0.47 -1.73 3.85
39 H 3.64 1.69 1.16
40 H 5.36 0.84 2.62
41 H 4.86 -0.92 4.29
42 H 2.76 -3.15 6.19
43 H 3.63 -1.60 6.16
44 H 4.17 -2.94 5.12
45 H -2.60 0.96 1.27
46 H -4.74 0.93 0.04
47 H -5.15 -0.88 -1.63
48 H -3.41 -2.61 -1.96
49 H 0.28 -4.09 -0.86
50 H 0.36 -2.87 0.42
51 H 0.64 -2.41 -1.29
52 C -4.16 1.16 -4.52
53 C -3.66 2.53 -4.05
54 C -2.99 3.27 -5.21
55 C -4.87 3.35 -3.56
56 C -2.63 2.37 -2.94
57 C -2.61 3.16 -1.80
58 C -1.67 2.91 -0.81
59 N -0.74 1.96 -0.90
60 C -0.67 1.27 -2.05
61 C -1.61 1.43 -3.06
62 C 0.50 0.37 -2.21
63 C 0.81 -0.24 -3.43
64 C 1.98 -0.98 -3.57
65 C 2.80 -1.07 -2.45
66 C 2.43 -0.47 -1.27
67 N 1.31 0.24 -1.15
68 C 2.35 -1.68 -4.87
69 C 2.41 -3.19 -4.60
70 C 1.34 -1.41 -5.98
71 C 3.73 -1.18 -5.33
72 H -4.93 1.30 -5.28
73 H -4.59 0.59 -3.70
74 H -3.37 0.57 -4.97
75 H -3.71 3.44 -6.01
76 H -2.16 2.68 -5.62
77 H -2.60 4.24 -4.90
78 H -5.64 3.34 -4.33
79 H -4.61 4.39 -3.38
80 H -5.29 2.93 -2.65
81 H -3.33 3.94 -1.63
82 H -1.66 3.50 0.09
83 H -1.55 0.83 -3.95
84 H 0.15 -0.12 -4.27
85 H 3.73 -1.62 -2.48
86 H 3.04 -0.53 -0.38
87 H 1.44 -3.56 -4.26
88 H 3.15 -3.43 -3.84
89 H 2.67 -3.72 -5.52
90 H 0.34 -1.78 -5.73
91 H 1.65 -1.93 -6.89
92 H 1.27 -0.35 -6.23
93 H 4.50 -1.38 -4.59
94 H 3.72 -0.11 -5.53
95 H 4.01 -1.69 -6.25
96 I 1.48 7.04 1.67
97 C 2.07 5.33 0.65
98 C 3.15 5.33 -0.21
99 C 3.46 4.15 -0.87
100 C 2.71 3.02 -0.62
101 N 1.67 3.01 0.23
102 C 1.36 4.15 0.85
103 H 3.73 6.23 -0.38
104 H 4.29 4.10 -1.56
105 H 2.93 2.09 -1.12
106 H 0.51 4.12 1.52
107 C -1.15 3.39 4.72
108 C 0.18 3.00 4.65
109 C 0.67 2.35 3.53
110 C -0.13 2.07 2.41
111 C -1.46 2.49 2.51
112 C -1.97 3.13 3.64
113 H -1.54 3.88 5.61
114 H 0.85 3.20 5.48
115 H 1.72 2.10 3.52
116 H -2.14 2.34 1.70
117 H -3.01 3.43 3.66

***

(2)
This record from the Open Molecules 2025 dataset describes C51H56BrN6O2PtSSi2 as an isolated structure in a non-equilibrium geometry. The level of theory is ωB97M-V with the def2-TZVPD basis set.

Computed properties:
- E (Eh) = -6126.227933
- total charge = +1
- largest force on an atom (eV Å⁻¹) = 1.0
- E_HOMO (spin up / spin down) (eV) = -7.848 / -9.479
- relative energy (zero: lowest compared OMol25 entry of this formula, charge and spin) (kcal per mole) = 5.3
- ⟨S²⟩ = 6.05
- gap between HOMO and LUMO (spin up / spin down) (Eh) = 0.176 / 0.135
- 2S+1 = 5

CARTESIAN COORDINATES (ANGSTROEM)
1 Pt -0.45 -0.13 -0.50
2 C -9.94 0.75 9.25
3 O -9.51 -0.44 8.58
4 C -8.56 -0.35 7.65
5 C -7.93 0.85 7.28
6 C -6.97 0.83 6.31
7 C -6.60 -0.38 5.68
8 C -7.25 -1.57 6.06
9 C -8.21 -1.56 7.02
10 C -5.57 -0.34 4.70
11 N -4.99 0.78 4.23
12 C -4.09 0.39 3.34
13 C -4.08 -1.04 3.23
14 N -5.03 -1.45 4.10
15 C -3.23 -1.77 2.36
16 C -3.21 -3.14 2.23
17 C -2.30 -3.72 1.31
18 C -1.49 -2.90 0.58
19 N -1.49 -1.54 0.69
20 C -2.35 -0.95 1.58
21 C -2.31 0.46 1.71
22 N -1.38 1.13 0.98
23 C -1.34 2.46 1.03
24 C -2.17 3.22 1.83
25 C -3.11 2.56 2.63
26 C -3.19 1.19 2.56
27 H -10.72 0.43 9.93
28 H -10.35 1.46 8.54
29 H -9.12 1.19 9.81
30 H -8.19 1.78 7.76
31 H -6.47 1.74 6.01
32 H -7.01 -2.51 5.58
33 H -8.73 -2.46 7.32
34 H -5.27 -2.41 4.29
35 H -3.88 -3.77 2.80
36 H -2.25 -4.79 1.16
37 H -0.79 -3.30 -0.14
38 H -0.61 2.93 0.39
39 H -2.08 4.30 1.84
40 H -3.77 3.10 3.28
41 Br 3.72 4.84 -2.50
42 C 2.66 3.41 -1.92
43 C 1.96 2.64 -2.84
44 C 1.18 1.60 -2.37
45 N 1.09 1.31 -1.07
46 C 1.77 2.05 -0.19
47 C 2.56 3.11 -0.57
48 H 2.01 2.85 -3.90
49 H 0.60 0.98 -3.04
50 H 1.68 1.77 0.85
51 H 3.10 3.69 0.17
52 C -5.79 4.59 -8.51
53 C -5.83 4.65 -7.01
54 O -5.29 5.50 -6.36
55 S -6.78 3.29 -6.24
56 C -5.58 2.70 -5.06
57 C -5.02 3.54 -4.10
58 C -4.07 3.03 -3.23
59 C -3.69 1.69 -3.28
60 C -4.29 0.85 -4.22
61 C -5.22 1.36 -5.11
62 C -2.68 1.18 -2.41
63 C -1.78 0.70 -1.75
64 H -5.38 5.51 -8.91
65 H -6.79 4.39 -8.90
66 H -5.17 3.74 -8.79
67 H -5.31 4.57 -4.05
68 H -3.62 3.68 -2.49
69 H -3.99 -0.19 -4.27
70 H -5.66 0.72 -5.86
71 C -1.67 -3.35 -5.01
72 N -1.89 -2.23 -4.12
73 C -2.52 -2.63 -2.89
74 C -0.76 -1.32 -3.98
75 C 0.33 -1.83 -3.05
76 C 1.23 -2.76 -3.58
77 C 2.15 -3.44 -2.80
78 C 2.20 -3.19 -1.44
79 C 1.35 -2.23 -0.90
80 C 0.43 -1.52 -1.68
81 H -2.61 -3.88 -5.16
82 H -0.94 -4.08 -4.64
83 H -1.33 -2.99 -5.99
84 H -3.50 -3.07 -3.10
85 H -2.67 -1.76 -2.25
86 H -1.94 -3.38 -2.32
87 H -1.14 -0.36 -3.64
88 H -0.33 -1.19 -4.98
89 H 1.19 -2.96 -4.64
90 H 2.82 -4.16 -3.25
91 H 2.89 -3.71 -0.80
92 H 1.41 -2.03 0.16
93 C 4.02 -2.72 2.01
94 Si 3.80 -0.88 1.75
95 C 5.09 0.00 2.79
96 C 4.13 -0.43 -0.04
97 C 2.08 -0.45 2.34
98 Si 1.45 -0.56 4.08
99 C 0.99 -2.35 4.40
100 C -0.09 0.47 4.32
101 C 2.74 -0.03 5.33
102 H 4.94 -3.06 1.53
103 H 3.19 -3.31 1.61
104 H 4.11 -2.95 3.07
105 H 6.06 -0.10 2.31
106 H 5.17 -0.40 3.80
107 H 4.88 1.07 2.87
108 H 4.78 -1.18 -0.48
109 H 4.64 0.53 -0.09
110 H 3.23 -0.37 -0.65
111 H 1.29 -0.35 1.59
112 H 0.22 -2.69 3.69
113 H 0.59 -2.47 5.41
114 H 1.85 -3.01 4.30
115 H -0.97 -0.07 3.98
116 H -0.05 1.43 3.79
117 H -0.22 0.70 5.38
118 H 3.50 -0.80 5.47
119 H 2.26 0.13 6.30
120 H 3.24 0.89 5.04

***

What is the total charge in the first record?
+1